# 1
{"formula": "C33H76FIN2O8S5", "method": "the ωB97M-V functional and the def2-TZVPD basis", "multiplicity": 1, "e_homo_ha": -0.3135, "species": ["C", "C", "C", "C", "C", "C", "C", "F", "C", "C", "C", "C", "C", "O", "C", "C", "O", "C", "C", "C", "C", "C", "N", "C", "C", "C", "N", "O", "C", "I", "H", "H", "H", "H", "H", "H", "H", "H", "H", "H", "H", "H", "H", "H", "H", "H", "H", "H", "H", "H", "H", "H", "H", "H", "H", "H", "H", "H", "H", "H", "H", "H", "H", "H", "H", "H", "H", "H", "H", "H", "H", "H", "H", "H", "H", "H", "C", "S", "O", "C", "H", "H", "H", "H", "H", "H", "C", "S", "O", "C", "H", "H", "H", "H", "H", "H", "C", "S", "O", "C", "H", "H", "H", "H", "H", "H", "C", "S", "O", "C", "H", "H", "H", "H", "H", "H", "C", "S", "O", "C", "H", "H", "H", "H", "H", "H"], "coordinates": [[5.4665, -2.1052, 1.6067], [4.4076, -1.1476, 1.0233], [3.4662, -1.7785, -0.0239], [1.9719, -1.6633, 0.3283], [1.6549, -2.4248, 1.6144], [1.7401, -3.9567, 1.4841], [2.5854, -4.6441, 2.5505], [3.8323, -5.0143, 2.0130], [1.0198, -2.1475, -0.8074], [1.6084, -2.9067, -1.9970], [0.5505, -3.2218, -3.0523], [-0.4126, -4.3370, -2.6455], [-1.7431, -4.2630, -3.3832], [-2.3511, -2.9980, -3.1682], [-3.6279, -3.0447, -2.5598], [-3.5717, -3.3790, -1.0689], [1.6715, -0.2968, 0.6801], [1.9552, 0.6936, -0.2927], [0.9074, 1.8455, -0.2718], [-0.0803, 1.7469, 0.8986], [-1.2544, 0.7808, 0.7754], [-2.1094, 0.8031, 2.0349], [-3.3593, 0.0707, 1.8439], [0.1418, 1.8760, -1.5999], [0.9017, 2.0570, -2.9015], [0.1806, 1.5252, -4.1149], [2.0152, 2.6608, -2.9313], [1.7123, 3.0236, -0.0248], [1.1784, 4.2405, -0.3795], [1.4457, 5.6685, 1.2209], [5.4072, -3.0988, 1.1586], [5.3428, -2.2362, 2.6845], [6.4799, -1.7301, 1.4469], [4.9081, -0.2911, 0.5645], [3.8100, -0.7250, 1.8327], [3.7076, -2.8371, -0.1665], [3.6495, -1.3075, -0.9927], [0.6423, -2.1336, 1.9108], [2.3177, -2.0738, 2.4098], [0.7335, -4.3837, 1.5135], [2.1586, -4.2542, 0.5177], [2.1124, -5.5702, 2.8906], [2.7700, -4.0014, 3.4116], [0.5109, -1.2709, -1.2130], [0.2219, -2.7442, -0.3493], [2.0932, -3.8367, -1.6748], [2.3876, -2.2912, -2.4561], [1.0312, -3.4883, -3.9991], [-0.0280, -2.3106, -3.2399], [0.0425, -5.3175, -2.8274], [-0.6175, -4.2810, -1.5703], [-2.4027, -5.0720, -3.0475], [-1.5939, -4.3870, -4.4631], [-4.2579, -3.7708, -3.0930], [-4.0651, -2.0576, -2.7199], [-2.6392, -2.9950, -0.6484], [-3.6170, -4.4542, -0.8808], [-4.3977, -2.9060, -0.5349], [2.9363, 1.1446, -0.1138], [1.9841, 0.2446, -1.2885], [-0.4788, 2.7567, 1.0671], [0.5018, 1.4882, 1.7870], [-1.8831, 1.0498, -0.0815], [-0.8919, -0.2393, 0.6236], [-2.2784, 1.8509, 2.3312], [-1.5623, 0.3108, 2.8456], [-3.8876, 0.0558, 2.7087], [-3.9319, 0.5596, 1.1633], [-0.6676, 2.6176, -1.5632], [-0.3769, 0.9133, -1.6674], [-0.6895, 2.1533, -4.3243], [-0.1917, 0.5110, -3.9508], [0.8357, 1.5315, -4.9877], [2.3701, 2.7348, -3.8869], [0.0970, 4.2263, -0.5202], [1.6897, 4.6639, -1.2402], [2.2424, -4.3933, 8.1451], [3.0626, -4.5372, 6.5539], [2.2686, -3.7151, 5.6034], [2.6150, -6.2499, 6.2501], [2.3662, -3.3653, 8.4785], [1.1840, -4.6219, 8.0230], [2.7110, -5.0723, 8.8575], [1.5292, -6.3432, 6.2612], [3.0712, -6.8836, 7.0105], [3.0046, -6.5153, 5.2692], [-2.1863, 4.3460, 2.5616], [-3.5643, 3.9842, 1.4706], [-3.0233, 4.0495, 0.0831], [-4.4389, 5.5310, 1.7439], [-1.4864, 3.5177, 2.4743], [-1.7011, 5.2663, 2.2365], [-2.5300, 4.4257, 3.5930], [-3.7846, 6.3607, 1.4783], [-4.7467, 5.5935, 2.7877], [-5.3160, 5.5247, 1.1002], [-5.6572, -0.4497, 6.9687], [-4.4937, -0.6145, 5.6103], [-4.7651, 0.5152, 4.6800], [-5.2465, -2.0672, 4.8706], [-5.3804, 0.4438, 7.5242], [-6.6642, -0.3427, 6.5662], [-5.5843, -1.3241, 7.6150], [-6.2849, -1.8448, 4.6260], [-5.1766, -2.9062, 5.5627], [-4.6879, -2.2887, 3.9627], [6.0077, 3.6867, -5.3739], [4.6543, 4.7032, -4.7737], [3.4080, 4.1082, -5.3278], [5.0210, 6.1383, -5.7897], [5.9197, 2.7174, -4.8876], [5.9194, 3.5739, -6.4541], [6.9566, 4.1496, -5.1033], [5.0074, 5.8480, -6.8399], [5.9930, 6.5420, -5.5067], [4.2453, 6.8759, -5.5957], [-4.0170, 4.6987, -6.5678], [-2.5608, 3.8931, -5.8885], [-2.9566, 2.4929, -5.5857], [-2.5648, 4.7763, -4.3224], [-4.2142, 4.2436, -7.5361], [-4.8604, 4.5323, -5.8982], [-3.8191, 5.7632, -6.6926], [-3.5159, 4.6075, -3.8183], [-2.3974, 5.8381, -4.5023], [-1.7497, 4.3765, -3.7220]], "forces_ev_per_angstrom": [[0.0, 0.0, 0.0], [0.0, 0.0, 0.0], [0.0, 0.0, 0.0], [0.2, 0.1, -0.1], [0.0, 0.0, 0.0], [0.0, 0.0, 0.1], [-0.1, 0.0, -0.1], [0.0, 0.1, 0.1], [-0.1, 0.1, 0.1], [0.2, 0.0, 0.0], [-0.1, 0.1, 0.0], [-0.1, 0.0, 0.1], [0.1, 0.0, 0.0], [0.0, -0.1, 0.0], [-0.1, -0.1, 0.0], [0.1, 0.0, 0.0], [-0.2, 0.0, -0.1], [-0.1, 0.0, 0.0], [0.0, -0.2, 0.0], [0.0, 0.0, 0.2], [0.0, -0.1, -0.1], [-0.1, -0.1, 0.0], [0.0, -0.1, -0.1], [-0.1, -0.1, -0.1], [0.0, 0.0, 0.2], [0.1, 0.1, 0.0], [0.1, -0.1, 0.0], [0.1, 0.1, -0.2], [-0.2, -0.2, 0.0], [0.1, 0.1, 0.1], [0.0, 0.1, 0.0], [0.0, 0.0, -0.1], [-0.1, 0.0, 0.0], [0.0, -0.1, 0.0], [0.0, 0.0, -0.1], [0.0, 0.1, 0.0], [-0.1, 0.0, 0.0], [0.1, 0.0, 0.0], [0.0, 0.0, 0.0], [0.1, 0.0, 0.0], [0.0, 0.0, 0.1], [0.1, 0.0, 0.0], [0.0, -0.1, -0.1], [0.0, 0.1, 0.0], [0.1, 0.1, 0.0], [0.0, 0.1, 0.0], [0.0, -0.1, 0.0], [0.0, 0.0, 0.0], [0.0, -0.1, 0.0], [0.0, 0.0, 0.0], [0.0, 0.0, -0.1], [0.0, 0.1, 0.0], [0.0, 0.0, 0.0], [0.0, 0.1, 0.0], [0.1, 0.0, 0.1], [-0.1, 0.1, 0.0], [0.1, 0.0, 0.0], [0.0, -0.1, 0.0], [0.0, -0.1, 0.1], [0.0, 0.1, -0.1], [0.1, -0.2, -0.2], [0.0, 0.1, 0.0], [0.0, 0.0, 0.1], [-0.1, 0.0, -0.1], [0.0, -0.4, 0.1], [0.0, 0.2, 0.0], [0.0, 0.2, 0.0], [0.0, 0.0, 0.0], [0.0, -0.1, 0.0], [0.0, 0.1, 0.0], [-0.1, -0.2, 0.0], [0.0, 0.1, 0.0], [-0.1, 0.0, 0.0], [0.0, 0.1, 0.0], [0.1, 0.0, 0.0], [0.0, 0.0, 0.0], [0.0, 0.0, 0.0], [0.0, 0.0, 0.0], [-0.1, 0.0, 0.0], [0.0, 0.0, 0.0], [0.0, 0.0, 0.0], [0.0, 0.0, 0.0], [0.0, 0.0, 0.0], [0.0, 0.0, 0.0], [0.0, 0.0, 0.0], [0.0, 0.0, 0.0], [0.1, 0.2, 0.1], [0.0, 0.1, 0.0], [0.1, 0.0, -0.1], [0.0, 0.0, 0.0], [0.0, 0.2, 0.1], [0.0, 0.0, 0.0], [-0.1, 0.0, 0.0], [0.0, 0.0, 0.0], [0.0, 0.0, 0.0], [0.0, 0.0, 0.0], [0.0, 0.0, 0.0], [0.1, -0.1, 0.1], [0.0, 0.1, 0.0], [0.0, 0.0, 0.0], [0.0, 0.0, 0.0], [0.0, 0.0, 0.0], [0.0, 0.0, 0.0], [0.0, 0.0, 0.0], [0.0, 0.0, 0.0], [0.0, 0.0, 0.0], [0.0, 0.0, 0.0], [0.0, 0.0, 0.1], [0.0, 0.0, -0.1], [0.0, 0.0, 0.0], [0.0, 0.0, 0.0], [0.0, 0.0, 0.0], [0.0, 0.0, 0.0], [0.0, 0.0, 0.0], [0.0, 0.0, 0.0], [0.0, 0.0, 0.0], [0.0, 0.0, 0.0], [0.0, 0.0, 0.0], [0.0, 0.0, 0.0], [0.0, 0.0, 0.0], [0.0, 0.0, 0.0], [0.0, 0.0, 0.0], [0.0, 0.0, 0.0], [0.0, 0.0, 0.0], [0.0, 0.0, 0.0], [0.0, 0.0, 0.0]]}

# 2
{"formula": "C33H77N11O11", "method": "the ωB97M-V functional and the def2-TZVPD basis", "smiles": "CN(C)C=O.CN(C)C=O.CN(C)C=O.CN(C)C=O.CN(C)C=O.CN(C)C=O.CN(C)C=O.CN(C)C=O.CN(C)C=O.CN(C)C=O.CN(C)C=O", "multiplicity": 1, "e_homo_ha": -0.3095, "species": ["C", "N", "C", "C", "O", "H", "H", "H", "H", "H", "H", "H", "C", "N", "C", "C", "O", "H", "H", "H", "H", "H", "H", "H", "C", "N", "C", "C", "O", "H", "H", "H", "H", "H", "H", "H", "C", "N", "C", "C", "O", "H", "H", "H", "H", "H", "H", "H", "C", "N", "C", "C", "O", "H", "H", "H", "H", "H", "H", "H", "C", "N", "C", "C", "O", "H", "H", "H", "H", "H", "H", "H", "C", "N", "C", "C", "O", "H", "H", "H", "H", "H", "H", "H", "C", "N", "C", "C", "O", "H", "H", "H", "H", "H", "H", "H", "C", "N", "C", "C", "O", "H", "H", "H", "H", "H", "H", "H", "C", "N", "C", "C", "O", "H", "H", "H", "H", "H", "H", "H", "C", "N", "C", "C", "O", "H", "H", "H", "H", "H", "H", "H"], "coordinates": [[0.1775, -3.1042, 4.6876], [1.3626, -2.3355, 4.3328], [1.2475, -1.5998, 3.0913], [2.3655, -2.1122, 5.2053], [3.3053, -1.3620, 5.0684], [-0.2724, -3.4311, 3.7496], [-0.6077, -2.4083, 5.0078], [0.3816, -3.9069, 5.3876], [0.9025, -2.2415, 2.2754], [0.5386, -0.7770, 3.2137], [2.1749, -1.1793, 2.7060], [2.2381, -2.7715, 6.0803], [4.1905, -0.1384, 1.6556], [5.1300, -1.0720, 2.2679], [5.5409, -0.7106, 3.5998], [5.4065, -2.2735, 1.7227], [5.9672, -3.1729, 2.3236], [3.2996, -0.0522, 2.2758], [3.9412, -0.4269, 0.6360], [4.6967, 0.8295, 1.6088], [4.8636, -1.1751, 4.3257], [6.5251, -1.0999, 3.8686], [5.6030, 0.3629, 3.7630], [5.0540, -2.3366, 0.6785], [-1.7922, 5.5296, -4.5970], [-0.3521, 5.3987, -4.6864], [0.1602, 4.0838, -4.2854], [0.5108, 6.4191, -4.7685], [1.7050, 6.4096, -4.5761], [-2.1692, 6.4826, -4.9825], [-2.0091, 5.6404, -3.5324], [-2.3076, 4.7432, -5.1369], [0.2095, 3.4318, -5.1631], [1.2061, 4.1893, -4.0026], [-0.4524, 3.6522, -3.4970], [-0.0259, 7.3477, -5.0389], [2.9875, 3.7756, -0.5329], [1.7901, 4.5867, -0.3603], [1.3938, 4.7334, 1.0542], [1.4310, 5.5037, -1.2599], [0.6507, 6.4211, -1.0231], [3.8208, 4.2723, -0.0300], [3.1915, 3.5565, -1.5795], [2.8288, 2.8032, -0.0647], [2.1504, 5.4096, 1.4583], [0.3985, 5.1524, 1.1457], [1.4168, 3.7427, 1.5032], [1.8883, 5.3464, -2.2484], [4.1959, -5.1715, -0.7675], [2.7615, -5.0322, -0.5450], [2.0591, -6.2660, -0.3209], [2.2382, -3.8436, -0.2253], [1.0949, -3.6673, 0.1664], [4.4425, -5.8403, -1.5956], [4.6571, -5.6214, 0.1121], [4.6266, -4.2133, -1.0493], [2.0368, -6.9245, -1.1900], [2.4406, -6.8359, 0.5312], [1.0093, -6.1250, -0.0611], [2.8955, -2.9694, -0.3155], [-4.7338, 4.8559, -1.0740], [-3.5009, 5.2929, -0.4543], [-3.5973, 6.5296, 0.3141], [-2.3224, 4.6901, -0.6549], [-2.1295, 3.7805, -1.4498], [-4.6665, 3.8672, -1.5051], [-5.1115, 5.6419, -1.7376], [-5.5228, 4.8825, -0.3124], [-2.7767, 6.7608, 0.9859], [-3.7860, 7.3350, -0.3985], [-4.4789, 6.4523, 0.9572], [-1.5301, 5.0830, 0.0010], [-3.7268, -3.1031, -2.4983], [-4.4145, -2.8225, -1.2574], [-4.8229, -3.9573, -0.4522], [-4.4183, -1.5442, -0.7949], [-4.8423, -1.1965, 0.2830], [-3.2311, -2.2455, -2.9530], [-4.3761, -3.4489, -3.3112], [-2.9963, -3.9068, -2.3854], [-5.4976, -4.5458, -1.0749], [-3.9976, -4.5562, -0.0743], [-5.3958, -3.6205, 0.4081], [-3.9525, -0.8533, -1.5132], [0.9587, -0.8077, -4.9231], [2.2360, -0.7165, -4.2888], [3.1418, -1.8208, -4.5552], [2.6147, 0.3504, -3.5444], [1.9780, 1.3718, -3.4081], [0.3547, -1.6661, -4.6099], [0.9491, -0.6596, -6.0034], [0.2862, -0.0250, -4.5525], [4.0918, -1.6374, -4.0567], [2.6879, -2.7465, -4.1923], [3.3064, -1.9302, -5.6288], [3.6106, 0.1842, -3.1041], [-2.0273, 1.9951, 2.4090], [-1.9175, 0.8222, 3.2380], [-2.3496, -0.4285, 2.5870], [-1.3998, 0.8704, 4.4797], [-1.1603, -0.0686, 5.2037], [-1.5863, 2.8527, 2.9148], [-3.0297, 2.2911, 2.0814], [-1.5373, 1.8737, 1.4369], [-2.1031, -1.2695, 3.2316], [-3.4371, -0.3722, 2.5609], [-1.8363, -0.4998, 1.6313], [-1.2690, 1.9446, 4.7019], [-1.7432, -4.2294, 1.6264], [-2.4849, -4.4153, 2.8745], [-3.7442, -3.7272, 3.0159], [-2.0563, -5.4301, 3.6657], [-2.6599, -5.7992, 4.6531], [-0.6679, -4.3197, 1.7898], [-1.7392, -3.1959, 1.2706], [-2.1084, -4.9271, 0.8749], [-4.1732, -3.8146, 4.0115], [-3.6547, -2.6636, 2.8077], [-4.4260, -4.2067, 2.3103], [-1.1430, -5.8939, 3.2667], [-1.0700, 1.1806, -1.9502], [-0.2018, 0.5626, -0.9671], [-0.2276, -0.8744, -0.8418], [0.6733, 1.2858, -0.2481], [1.4870, 0.7999, 0.5243], [-1.0052, 2.2654, -1.8077], [-2.1097, 0.9494, -1.7117], [-0.8684, 1.1033, -3.0191], [0.4964, -1.1554, -0.0788], [-1.1783, -1.2897, -0.4944], [0.0332, -1.4508, -1.7318], [0.7156, 2.3403, -0.5645]], "forces_ev_per_angstrom": [[-0.5, 1.1, -0.7], [0.4, 0.0, -0.4], [-0.1, 0.4, -0.5], [-0.9, -1.0, 0.1], [-0.5, 0.3, 0.2], [0.4, -0.7, 0.1], [0.2, -0.2, 0.7], [-0.1, 0.0, 0.0], [-0.2, -0.2, 0.2], [0.0, 0.0, -0.1], [-0.1, -0.3, 0.7], [0.2, 0.1, 0.2], [0.9, 0.1, 0.1], [-0.2, 0.5, -0.9], [0.7, -1.0, 1.3], [-0.1, 0.4, 1.0], [0.2, -0.2, -0.5], [0.2, 0.3, -0.3], [-0.2, -0.2, 0.1], [-0.3, 0.1, 0.0], [0.5, 0.6, -0.4], [0.1, -0.1, -0.6], [-0.4, 0.1, -0.4], [0.0, -0.2, -0.1], [0.2, 1.5, 0.4], [0.3, -1.4, 0.1], [0.4, 0.2, -0.7], [-0.9, 1.2, -0.1], [0.4, -0.4, 0.0], [0.5, 0.0, -0.5], [-0.6, -0.9, 0.0], [0.0, -0.3, 0.3], [-0.4, -0.2, 0.1], [-0.2, 0.0, 0.3], [0.1, 0.0, 0.0], [0.1, 0.1, 0.0], [-0.3, -0.3, 0.1], [0.0, -0.9, 0.8], [0.5, 0.1, -1.1], [-0.5, 0.8, -0.2], [0.1, -0.4, -0.2], [0.2, -0.1, -0.2], [0.0, 0.4, -0.1], [0.1, 0.0, 0.1], [-0.3, -0.1, 0.7], [0.0, 0.2, -0.1], [0.2, 0.1, 0.2], [0.0, 0.2, 0.0], [0.0, -0.2, -0.2], [0.9, -0.4, -0.4], [-1.1, -0.7, 0.4], [-0.8, 0.4, 0.5], [-0.2, -0.1, -0.1], [-0.5, -0.1, -0.1], [0.2, 0.4, 0.1], [0.1, 0.1, 0.4], [0.4, 0.2, -0.2], [0.5, 0.1, -0.1], [0.1, 0.6, -0.1], [0.4, -0.2, -0.2], [-0.7, 1.0, 0.6], [0.2, 0.2, 0.6], [-1.0, -0.2, -0.1], [0.1, -0.2, -0.1], [-0.2, 0.4, 0.2], [0.2, 0.1, -0.3], [0.4, -0.4, -0.6], [0.2, -0.5, 0.2], [0.4, -0.3, -0.4], [0.2, 0.3, 0.2], [0.0, 0.1, 0.0], [0.1, 0.1, -0.2], [0.0, -0.6, -0.9], [0.8, 0.4, -0.3], [-0.8, 0.3, -0.2], [0.1, -0.6, 0.2], [-0.1, 0.2, 0.3], [0.1, 0.2, 0.6], [-0.4, -0.1, 0.3], [0.2, 0.1, 0.3], [0.1, -0.4, 0.1], [0.2, 0.0, -0.3], [0.0, 0.3, -0.1], [-0.1, 0.1, -0.1], [-1.8, 1.1, 0.5], [0.2, -0.5, -0.2], [-0.3, 0.1, 0.2], [0.0, -0.1, -0.5], [-0.1, 0.1, 0.3], [0.7, -0.6, -0.3], [0.4, -0.4, -0.1], [0.6, 0.4, 0.0], [0.0, -0.1, 0.0], [0.2, -0.1, 0.1], [0.1, 0.1, 0.0], [0.0, 0.2, 0.1], [0.1, 0.7, -0.5], [-0.3, -0.8, -1.1], [0.1, 0.8, 1.3], [-0.3, 0.7, -0.5], [0.0, -0.1, 0.2], [0.1, 0.0, 0.0], [-0.4, -0.4, 0.6], [0.5, -0.2, 0.2], [0.3, 0.1, 0.0], [0.0, -0.2, -0.8], [-0.4, -0.2, -0.2], [0.4, -0.1, 0.7], [0.3, 0.5, 0.4], [1.4, 0.4, -0.6], [-0.4, -0.5, 0.0], [-1.4, 0.4, 0.3], [0.4, -0.2, 0.1], [-0.1, -0.7, 0.0], [-0.8, 0.0, 0.0], [0.2, 0.1, -0.3], [0.3, -0.3, 0.1], [0.1, -0.1, -0.3], [-0.4, 0.4, 0.1], [0.2, -0.1, 0.2], [-0.2, 1.5, 0.7], [-0.6, -0.7, -1.1], [0.4, -0.7, 0.9], [0.9, -0.4, -0.9], [-0.2, 0.3, 0.4], [0.0, -0.4, 0.2], [0.0, -0.2, -0.2], [0.4, -1.0, 0.1], [0.0, 0.0, 0.0], [-0.3, 0.4, -0.1], [0.1, 0.5, -0.4], [-0.4, 0.1, 0.3]]}